(1)
The following is a DFT calculation (ωB97M-V/def2-TZVPD) of a structure of composition C8H13ClO4Sr at a distorted geometry.

The value obtained for the total energy is -30043.59124 eV. For the relative energy (zero: lowest compared OMol25 entry of this formula, charge and spin), the calculation gives 51.2 kcal per mole. The calculation puts the largest force on an atom at 0.0968 Eh/bohr. For the LUMO energy (spin up / spin down), the calculation gives -0.09 / 0.26 eV. The value obtained for the HOMO-LUMO gap (spin up / spin down) is 7.5 / 4.9 eV. Its total charge is 0.

Each line ends with the Löwdin charge.
Element x y z (Å)
C (0.99, -1.36, -0.85)  -0.241
C (0.25, 1.84, -0.67)  -0.106
C (-0.46, -1.36, -0.80)  -0.116
H (1.29, -2.18, -1.53)  0.120
C (-0.97, 1.57, -0.21)  -0.115
H (0.83, 2.66, -0.23)  0.107
H (-0.91, -2.08, -0.12)  0.103
H (-1.35, 2.11, 0.67)  0.106
C (-1.39, -0.59, -1.59)  -0.225
H (-2.26, -1.25, -1.77)  0.117
H (-1.01, -0.29, -2.57)  0.100
C (1.79, -0.11, -1.31)  -0.178
H (2.45, -0.42, -2.14)  0.108
H (2.46, 0.19, -0.49)  0.093
C (1.00, 1.13, -1.77)  -0.208
H (0.37, 0.87, -2.63)  0.095
H (1.75, 1.85, -2.15)  0.112
C (-1.98, 0.67, -0.86)  -0.173
H (-2.58, 1.23, -1.59)  0.117
H (-2.68, 0.32, -0.09)  0.108
Sr (1.54, -1.61, 2.71)  1.200
H (1.39, -1.71, 0.15)  -0.003
O (0.76, -1.07, 4.85)  -0.518
Cl (-0.16, -0.26, 4.01)  0.630
O (-1.11, 0.47, 4.76)  -0.239
O (0.74, 0.58, 3.17)  -0.494
O (-0.77, -1.22, 3.05)  -0.499



(2)
The following is a DFT calculation (ωB97M-V/def2-TZVPD) of a structure of composition C8H13ClO7PtS2 at a distorted geometry.

The value obtained for the total energy is -60268.33464 eV. For the relative energy (zero: lowest compared OMol25 entry of this formula, charge and spin), the calculation gives 18.0 kcal per mole. The multiplicity is 5. The calculation puts the largest force on an atom at 0.0321 Eh/bohr. For the LUMO energy (spin up / spin down), the calculation gives 0.39 / -3.68 eV. The value obtained for the HOMO-LUMO gap (spin up / spin down) is 8.5 / 5.4 eV. Its total charge is 0.

Each line ends with the Löwdin charge.
Element x y z (Å)
Pt (0.47, 0.42, -0.37)  0.786
O (-0.03, -2.44, 1.81)  -0.284
Cl (0.23, -2.43, 0.43)  0.634
O (0.38, -3.71, -0.11)  -0.251
O (-0.86, -1.72, -0.22)  -0.421
O (1.42, -1.64, 0.17)  -0.436
C (-2.89, 2.13, 2.13)  0.015
C (-2.54, 1.16, 1.01)  -0.453
C (-3.68, 0.29, 0.52)  0.017
O (-1.41, 0.46, 1.32)  -0.043
C (-2.22, 2.18, -0.37)  -0.535
O (-3.08, 3.00, -0.51)  0.190
O (-1.20, 1.86, -0.94)  -0.021
H (-3.35, 1.57, 2.94)  0.103
H (-3.57, 2.90, 1.78)  0.093
H (-1.98, 2.60, 2.50)  0.104
H (-4.06, -0.31, 1.35)  0.111
H (-3.32, -0.40, -0.25)  0.102
H (-4.49, 0.89, 0.12)  0.104
H (-1.49, -0.48, 1.03)  0.065
C (4.38, 2.43, 1.18)  -0.132
C (3.20, 1.97, 0.37)  -0.751
S (1.85, 1.52, 1.32)  0.715
C (3.22, 1.97, -1.01)  -0.750
C (4.38, 2.48, -1.80)  -0.124
S (1.91, 1.46, -1.99)  0.695
H (4.19, 2.26, 2.23)  0.058
H (4.56, 3.50, 1.02)  0.091
H (5.28, 1.89, 0.89)  0.089
H (5.20, 2.82, -1.18)  0.066
H (4.05, 3.31, -2.43)  0.082
H (4.73, 1.70, -2.47)  0.082



(3)
The following is a DFT calculation (ωB97M-V/def2-TZVPD) of a cluster of 2 separate species, C8H13ClSi2 in total at a distorted geometry.

The value obtained for the total energy is -36779.16838 eV. For the relative energy (zero: lowest compared OMol25 entry of this formula, charge and spin), the calculation gives 69.5 kcal per mole. The calculation puts the largest force on an atom at 0.0639 Eh/bohr. For the LUMO energy (spin up / spin down), the calculation gives -0.52 / -0.52 eV. The value obtained for the HOMO-LUMO gap (spin up / spin down) is 7.5 / 7.5 eV. Its total charge is 0.

Each line ends with the Löwdin charge.
Element x y z (Å)
C (0.26, 2.57, 2.04)  -0.093
C (2.11, -2.87, 2.06)  -0.202
C (-0.21, 2.21, -3.35)  -0.093
C (-1.47, -1.67, -2.18)  -0.039
C (0.02, 1.48, 1.32)  -0.370
C (1.31, -1.80, 2.07)  -0.160
C (0.25, 0.98, -3.15)  -0.303
C (-0.51, -1.53, -1.26)  -0.279
Si (1.44, 0.60, 0.40)  0.707
Si (0.77, -0.25, -1.64)  0.036
Cl (2.37, -1.11, -2.55)  0.309
H (-0.58, 3.06, 2.51)  0.050
H (1.16, 3.18, 1.96)  0.045
H (1.96, -3.80, 2.68)  0.044
H (2.98, -3.06, 1.35)  0.047
H (-0.45, 2.64, -4.37)  0.074
H (-0.38, 2.90, -2.51)  0.045
H (-2.30, -2.22, -1.90)  0.036
H (-1.60, -1.12, -3.06)  0.037
H (-0.88, 1.01, 1.57)  0.027
H (0.39, -1.64, 2.82)  0.046
H (0.42, 0.44, -4.10)  0.038
H (-0.37, -2.11, -0.40)  0.030
H (2.88, 1.13, 0.86)  -0.034



(4)
The following is a DFT calculation (ωB97M-V/def2-TZVPD) of a structure of composition C8H13EuO5 at a distorted geometry.

The value obtained for the total energy is -38058.15318 eV. The multiplicity is 8. The calculation puts the largest force on an atom at 0.1039 Eh/bohr. For the LUMO energy (spin up / spin down), the calculation gives -4.51 / -3.95 eV. The value obtained for the HOMO-LUMO gap (spin up / spin down) is 6.4 / 8.5 eV. Its total charge is +1.

Each line ends with the Löwdin charge.
Element x y z (Å)
O (-3.38, -2.66, -0.42)  0.090
C (-2.52, -1.79, -0.21)  -0.166
C (-2.69, -0.45, -0.90)  -0.131
O (-2.14, 0.64, -0.15)  -0.285
C (-2.84, 1.83, -0.22)  -0.214
C (-2.80, 2.72, 0.77)  0.064
H (-0.31, -2.62, 1.34)  0.233
H (-3.75, -0.26, -1.09)  0.144
H (-2.16, -0.50, -1.87)  0.148
H (-3.33, 3.66, 0.66)  0.084
H (-3.40, 1.98, -1.14)  0.136
H (-2.23, 2.53, 1.69)  0.075
O (0.38, -0.73, 1.36)  -0.400
C (0.77, -1.96, 0.85)  -0.347
C (2.10, -1.69, 0.25)  -0.101
O (1.95, -0.72, -0.73)  -0.252
C (3.09, 0.02, -1.19)  -0.153
C (2.54, 1.35, -1.70)  -0.318
O (1.74, 1.97, -0.75)  -0.418
Eu (0.34, 0.85, 0.15)  1.947
H (0.46, -2.75, 0.12)  0.100
H (2.87, -2.45, 0.08)  0.130
H (3.61, -0.55, -1.97)  0.143
H (3.77, 0.16, -0.34)  0.141
H (1.97, 1.14, -2.64)  0.123
H (3.41, 1.97, -1.99)  0.134
H (-1.48, -2.17, -0.33)  0.094



(5)
The following is a DFT calculation (ωB97M-V/def2-TZVPD) of a cluster of 2 separate species, C8H13F3NO4S in total.

The value obtained for the total energy is -37176.79652 eV. The calculation puts the largest force on an atom at 0.0085 Eh/bohr. For the LUMO energy, the calculation gives 2.37 eV. The value obtained for the HOMO-LUMO gap is 7.4 eV. Its total charge is -1.

Each line ends with the Löwdin charge.
Element x y z (Å)
O (4.56, -2.16, 0.65)  -0.385
S (5.13, -0.99, -0.02)  0.372
O (6.31, -1.27, -0.82)  -0.388
O (5.24, 0.18, 0.85)  -0.393
C (3.87, -0.52, -1.21)  -0.234
C (2.56, -0.21, -0.51)  -0.232
O (1.59, 0.19, -1.49)  -0.113
C (0.29, 0.18, -1.02)  -0.142
C (-0.31, -1.21, -0.83)  -0.578
F (-1.64, -1.19, -1.13)  0.091
F (-0.23, -1.65, 0.44)  0.120
F (0.25, -2.14, -1.61)  0.159
H (4.21, 0.35, -1.75)  0.102
H (3.73, -1.34, -1.92)  0.103
H (2.71, 0.61, 0.20)  0.125
H (2.22, -1.08, 0.05)  0.115
H (0.18, 0.71, -0.07)  0.131
H (-0.34, 0.69, -1.75)  0.128
C (-4.26, -0.03, 0.42)  -0.110
C (-3.21, 0.28, 1.48)  -0.254
C (-2.96, 1.79, 1.64)  -0.188
C (-2.41, 2.38, 0.42)  -0.233
N (-1.96, 2.81, -0.54)  0.159
H (-3.94, 0.30, -0.56)  0.069
H (-4.44, -1.10, 0.37)  0.074
H (-5.21, 0.46, 0.65)  0.072
H (-2.27, -0.21, 1.23)  0.088
H (-3.52, -0.11, 2.45)  0.109
H (-2.26, 1.97, 2.46)  0.118
H (-3.89, 2.31, 1.89)  0.116



(6)
The following is a DFT calculation (ωB97M-V/def2-TZVPD) of the ion C8H13IN with charge +1 at a distorted geometry.

The value obtained for the total energy is -18087.09119 eV. For the relative energy (zero: lowest compared OMol25 entry of this formula, charge and spin), the calculation gives 0.0 kcal per mole. The multiplicity is 3. The calculation puts the largest force on an atom at 0.1345 Eh/bohr. For the LUMO energy (spin up / spin down), the calculation gives -3.49 / -6.51 eV. The value obtained for the HOMO-LUMO gap (spin up / spin down) is 6.3 / 6.9 eV. Its total charge is +1.

Each line ends with the Löwdin charge.
Element x y z (Å)
C (-0.95, -0.14, 2.91)  -0.043
C (0.25, -0.82, 2.49)  -0.064
C (-1.77, 0.41, 2.01)  -0.037
C (0.45, -1.12, 1.19)  -0.137
C (-1.46, 0.37, 0.54)  -0.216
C (-0.59, -0.81, 0.22)  -0.678
C (1.48, 1.14, -2.70)  -0.061
C (1.22, 0.58, -1.31)  -0.226
N (0.23, -0.51, -1.36)  0.045
I (-1.76, -2.61, -0.31)  0.905
H (-1.15, -0.08, 3.97)  0.123
H (0.97, -1.13, 3.23)  0.117
H (-2.65, 0.96, 2.29)  0.126
H (1.29, -1.72, 0.88)  0.126
H (-2.38, 0.37, -0.04)  0.111
H (-0.93, 1.30, 0.32)  0.124
H (1.88, 0.39, -3.37)  0.086
H (0.56, 1.54, -3.13)  0.087
H (2.19, 1.96, -2.64)  0.092
H (0.84, 1.38, -0.67)  0.119
H (2.14, 0.20, -0.87)  0.132
H (0.64, -1.40, -1.63)  0.131
H (-0.53, -0.28, -2.01)  0.140



What did the sixth record say?
The following is a DFT calculation (ωB97M-V/def2-TZVPD) of the ion C8H13IN with charge +1 at a distorted geometry.

The value obtained for the total energy is -18087.09119 eV. For the relative energy (zero: lowest compared OMol25 entry of this formula, charge and spin), the calculation gives 0.0 kcal per mole. The multiplicity is 3. The calculation puts the largest force on an atom at 0.1345 Eh/bohr. For the LUMO energy (spin up / spin down), the calculation gives -3.49 / -6.51 eV. The value obtained for the HOMO-LUMO gap (spin up / spin down) is 6.3 / 6.9 eV. Its total charge is +1.

Each line ends with the Löwdin charge.
Element x y z (Å)
C (-0.95, -0.14, 2.91)  -0.043
C (0.25, -0.82, 2.49)  -0.064
C (-1.77, 0.41, 2.01)  -0.037
C (0.45, -1.12, 1.19)  -0.137
C (-1.46, 0.37, 0.54)  -0.216
C (-0.59, -0.81, 0.22)  -0.678
C (1.48, 1.14, -2.70)  -0.061
C (1.22, 0.58, -1.31)  -0.226
N (0.23, -0.51, -1.36)  0.045
I (-1.76, -2.61, -0.31)  0.905
H (-1.15, -0.08, 3.97)  0.123
H (0.97, -1.13, 3.23)  0.117
H (-2.65, 0.96, 2.29)  0.126
H (1.29, -1.72, 0.88)  0.126
H (-2.38, 0.37, -0.04)  0.111
H (-0.93, 1.30, 0.32)  0.124
H (1.88, 0.39, -3.37)  0.086
H (0.56, 1.54, -3.13)  0.087
H (2.19, 1.96, -2.64)  0.092
H (0.84, 1.38, -0.67)  0.119
H (2.14, 0.20, -0.87)  0.132
H (0.64, -1.40, -1.63)  0.131
H (-0.53, -0.28, -2.01)  0.140